# 1
{"formula": "C18H20N7O2PtS5", "method": "ωB97M-V with the def2-TZVPD basis set", "elements": ["Pt", "S", "C", "S", "C", "C", "N", "C", "N", "C", "N", "C", "C", "S", "N", "C", "C", "H", "H", "H", "H", "H", "H", "H", "H", "H", "H", "H", "H", "N", "C", "C", "C", "C", "C", "C", "S", "O", "O", "N", "C", "S", "C", "C", "N", "H", "H", "H", "H", "H", "H", "H", "H"], "coordinates": [[1.1007, -0.2170, 0.9120], [3.5123, -0.7348, 0.7407], [3.5477, -0.3546, 2.4182], [2.0263, -0.3956, 3.2014], [4.7314, 0.0072, 3.0788], [4.7432, 0.3258, 4.4586], [4.7546, 0.5838, 5.5813], [5.9341, 0.1329, 2.3394], [6.8819, 0.2581, 1.6964], [3.2298, 0.9227, -2.7950], [2.9412, 1.7457, -1.6250], [4.1316, 2.1616, -0.8919], [1.6993, 1.8951, -1.1564], [1.4250, 2.1431, 0.5617], [0.6756, 1.9378, -2.0231], [0.8540, 2.3462, -3.4123], [-0.7209, 1.8338, -1.6007], [3.9874, 0.1906, -2.5100], [3.6244, 1.5143, -3.6225], [2.3419, 0.3839, -3.1153], [4.7507, 2.7706, -1.5538], [4.7128, 1.2961, -0.5725], [3.8653, 2.7479, -0.0213], [1.8592, 2.7195, -3.5808], [0.1539, 3.1547, -3.6246], [0.6516, 1.5231, -4.0995], [-0.8617, 0.9904, -0.9319], [-1.3332, 1.6724, -2.4859], [-1.0530, 2.7401, -1.0937], [-6.9151, -0.1822, -0.7816], [-5.8123, -0.3500, -0.0073], [-5.5186, -1.6042, 0.5590], [-4.3837, -1.7765, 1.3176], [-3.5300, -0.6993, 1.5330], [-3.8005, 0.5508, 0.9844], [-4.9313, 0.7241, 0.2214], [-2.0524, -0.9472, 2.4431], [-2.1191, -2.1776, 3.1770], [-1.6298, 0.2606, 3.0712], [-0.9602, -1.1569, 1.1726], [-0.5782, -2.3554, 0.7667], [-1.2524, -3.9184, 1.1909], [-0.0691, -4.6436, 0.1941], [0.7676, -3.7020, -0.3669], [0.4768, -2.4314, -0.0672], [-7.6031, -0.9089, -0.8506], [-7.1874, 0.7389, -1.0717], [-6.2025, -2.4301, 0.4109], [-4.1574, -2.7311, 1.7740], [-3.1293, 1.3755, 1.1906], [-5.1642, 1.6971, -0.1929], [-0.0127, -5.7151, 0.0835], [1.5979, -3.9125, -1.0243]], "s_squared": 6.074, "de_lowest_kj_mol": 34.3, "spin_multiplicity": 5, "homo_energy_ev": [-10.5288, -11.0417], "lumo_energy_ev": [-2.8098, -6.0110], "total_charge": 1, "gap_ev": [7.7, 5.0]}



# 2
{"formula": "C18H21BBrCl2N2O7", "method": "ωB97M-V with the def2-TZVPD basis set", "elements": ["C", "B", "O", "C", "C", "C", "O", "O", "Br", "C", "C", "C", "O", "C", "Cl", "N", "C", "C", "C", "O", "O", "C", "C", "C", "O", "Cl", "H", "H", "H", "H", "H", "H", "H", "H", "H", "H", "H", "H", "H", "H", "H", "H", "N", "C", "C", "C", "C", "H", "H", "H", "H", "H"], "coordinates": [[-0.8893, -4.0607, 0.2485], [-0.2238, -2.5859, 0.5440], [1.0394, -2.5664, 1.3608], [-0.7763, -1.1328, 0.0086], [-1.8195, -0.2938, 0.9919], [-2.2409, -1.0324, 2.4201], [-3.1447, -2.0365, 2.4098], [-1.5916, -0.5557, 3.6523], [-0.4663, -1.8827, 4.2962], [-2.3840, 1.1981, 0.5351], [-3.3813, 2.0361, 1.5510], [-4.8363, 2.4289, 0.8972], [-5.2573, 1.5433, -0.2087], [-1.8507, 1.7584, -0.9330], [-2.4816, 3.4799, -1.3945], [-0.8907, 0.9622, -1.8420], [-0.5260, 1.6597, -3.1539], [0.6299, 2.8035, -2.7943], [1.5016, 2.4472, -1.4426], [2.4686, 1.4943, -1.4985], [1.1568, 3.1873, -0.2078], [-0.3438, -0.4232, -1.4380], [0.7309, -1.2503, -2.4169], [-0.1386, -2.1765, -3.4991], [-0.4586, -3.4650, -3.2100], [-0.7445, -1.5479, -5.1548], [-0.0739, -4.6805, -0.3647], [-1.8689, -4.0467, -0.3927], [-1.0121, -4.6661, 1.2699], [1.7217, -2.1154, 0.7536], [-2.8158, 3.0397, 1.8570], [-3.5830, 1.4408, 2.5487], [-4.7065, 3.5121, 0.4127], [-5.6989, 2.5677, 1.7100], [-5.5669, 2.1015, -0.9945], [-1.4807, 2.1371, -3.6885], [-0.0368, 0.9539, -3.9486], [1.4126, 2.7915, -3.6953], [0.1522, 3.8715, -2.7282], [1.5866, 2.6974, 0.5651], [1.5162, -1.8731, -1.8059], [1.3614, -0.4236, -3.0001], [4.4018, 0.1068, 2.9332], [4.6140, -1.2105, 3.2468], [4.8116, -1.9012, 2.0720], [4.7212, -0.9665, 1.0130], [4.4705, 0.2659, 1.5736], [4.2233, 0.8459, 3.6007], [4.6048, -1.5430, 4.2762], [5.0017, -2.9632, 1.9870], [4.8282, -1.1703, -0.0445], [4.3342, 1.2397, 1.1225]], "homo_energy_ev": -10.4150, "lumo_energy_ev": -5.2907, "total_charge": 1, "gap_ev": 5.1}



# 3
{"formula": "C18H21BBrCuIN2O6Te4", "method": "ωB97M-V with the def2-TZVPD basis set", "elements": ["Cu", "C", "C", "N", "C", "C", "N", "C", "O", "O", "C", "O", "O", "H", "H", "H", "H", "H", "Te", "Te", "Te", "Te", "C", "C", "C", "O", "B", "O", "C", "C", "C", "H", "H", "H", "H", "H", "H", "H", "H", "H", "H", "H", "H", "Br", "C", "C", "C", "C", "C", "C", "I", "H", "H", "H", "H"], "coordinates": [[-0.2059, -0.3238, -2.5036], [0.4570, -2.2430, -5.7692], [0.9990, -2.6340, -4.4458], [0.7559, -2.0107, -3.3133], [1.4393, -2.6744, -2.3286], [2.1048, -3.7369, -2.8719], [1.8208, -3.6825, -4.2177], [2.9827, -4.8197, -2.3566], [3.1594, -4.8603, -1.0592], [3.4629, -5.6159, -3.1384], [1.3550, -2.1844, -0.9149], [1.9951, -2.8214, -0.0356], [0.6508, -1.1717, -0.7294], [-0.1933, -1.3785, -5.6505], [-0.1091, -3.0584, -6.2232], [1.2449, -1.9356, -6.4575], [2.1886, -4.3329, -4.8922], [2.6077, -4.1323, -0.5842], [-1.7709, 1.2347, -3.8322], [-3.9183, 3.5248, -4.0117], [0.3266, 1.2153, -7.7063], [0.5458, 2.1442, -5.1684], [0.7531, 1.9606, 0.9786], [-0.3514, 2.6345, 0.1708], [-0.2769, 4.1454, 0.3156], [-0.0969, 2.3268, -1.2152], [-1.0002, 1.3682, -1.6122], [-1.9410, 1.0853, -0.6458], [-1.7806, 2.0320, 0.4278], [-1.8999, 1.2581, 1.7308], [-2.9157, 3.0364, 0.2894], [1.7097, 2.3905, 0.6784], [0.7840, 0.8887, 0.7763], [0.6262, 2.1122, 2.0525], [0.7443, 4.4737, 0.1179], [-0.5484, 4.4570, 1.3272], [-0.9388, 4.6338, -0.3973], [-1.1810, 0.4403, 1.7715], [-2.9053, 0.8365, 1.7923], [-1.7488, 1.9070, 2.5974], [-2.8950, 3.5307, -0.6834], [-2.8935, 3.7836, 1.0858], [-3.8606, 2.4940, 0.3425], [3.0121, -1.6876, 5.5903], [1.2485, -0.9948, 5.5575], [0.7596, -0.4515, 6.7406], [-0.5193, 0.0723, 6.7841], [-1.3091, 0.0495, 5.6415], [-0.8152, -0.4945, 4.4697], [0.4758, -1.0275, 4.4039], [1.1041, -1.7783, 2.5639], [1.3907, -0.4420, 7.6188], [-0.8941, 0.4978, 7.7062], [-2.3100, 0.4616, 5.6567], [-1.4252, -0.5027, 3.5766]], "s_squared": 0.763, "de_lowest_kj_mol": 0.0, "spin_multiplicity": 2, "homo_energy_ev": [-0.8469, -0.9426], "lumo_energy_ev": [3.2893, 3.2893], "total_charge": -2, "gap_ev": [4.1, 4.2]}



# 4
{"formula": "C18H21BrCl2N4O", "method": "ωB97M-V with the def2-TZVPD basis set", "elements": ["H", "N", "C", "C", "C", "C", "N", "C", "C", "C", "C", "C", "C", "O", "C", "N", "C", "Br", "C", "N", "C", "C", "C", "C", "H", "H", "H", "H", "H", "H", "H", "H", "H", "H", "H", "H", "H", "H", "H", "H", "H", "H", "Cl", "C", "Cl", "H", "H"], "coordinates": [[3.2240, 2.2087, -1.7813], [4.2211, 1.9820, -1.6687], [4.3764, 0.7402, -1.8729], [5.8041, 0.1462, -1.7958], [3.2067, -0.2121, -2.2427], [1.9723, -0.0299, -1.3165], [1.1193, 0.9203, -1.6776], [0.0646, 0.9430, -0.8033], [-1.0012, 1.9041, -1.0735], [-2.1328, 2.0044, -0.2742], [-3.2308, 3.0134, -0.6586], [-4.6292, 2.3182, -0.9016], [-4.5341, 0.8822, -1.5059], [-4.6148, -0.1627, -0.5168], [-2.2872, 1.1649, 0.9067], [-3.4384, 1.2196, 1.7630], [-1.2767, 0.2423, 1.1848], [-1.3899, -0.9428, 2.7202], [-0.0954, 0.1152, 0.3408], [0.8232, -0.8410, 0.6645], [1.8446, -0.9208, -0.1698], [2.8818, -2.0364, 0.1572], [2.1311, -3.3539, 0.0598], [1.4379, -4.3373, -0.0415], [5.9980, -0.3852, -2.7545], [6.5008, 1.0043, -1.7229], [5.9065, -0.5709, -0.9598], [2.8448, 0.0975, -3.2515], [3.4942, -1.2746, -2.3473], [-0.9199, 2.5607, -1.9571], [-3.3367, 3.7086, 0.2003], [-2.9123, 3.5535, -1.5753], [-5.1715, 2.9392, -1.6499], [-5.1524, 2.2705, 0.0691], [-3.6421, 0.7391, -2.1533], [-5.4419, 0.7486, -2.1425], [-5.4954, -0.5499, -0.5552], [-3.2281, 1.6818, 2.6458], [-3.6803, 0.2541, 1.9875], [3.7652, -2.0097, -0.4958], [3.1387, -1.8842, 1.2262], [0.5606, -4.9537, -0.2201], [-0.6401, -4.1229, 5.8117], [0.4629, -2.9462, 5.0865], [1.5173, -2.2151, 6.3026], [1.0763, -3.4495, 4.3458], [-0.1215, -2.1636, 4.6134]], "homo_energy_ev": -8.8996, "lumo_energy_ev": -0.5709, "total_charge": 0, "smiles": "[H]/N=C(/C)Cc1nc2cc(CCCO)c(N)c(Br)c2nc1CC#C.ClCCl", "gap_ev": 8.3}



Q: What is the formula in the fourth record?
A: C18H21BrCl2N4O